Entry 1:
DFT (ωB97M-V with the def2-TZVPD basis set) results for a cluster of 3 separate species, C3H10N4 in total.

Last columns: bonded neighbours and bond lengths (Å).
Element x y z (Å)
1 C 0.74 -0.37 0.81  C4 1.359, H13 1.077, H14 1.077
2 C -1.87 -0.68 -0.67  N3 1.447, H15 1.105, H16 1.094, H17 1.099
3 N -1.23 -0.02 0.45  C2 1.447, N5 1.408
4 C 0.87 0.16 -0.44  C1 1.359, N7 1.194
5 N -1.47 1.37 0.49  N3 1.408, H8 1.021, H9 1.016
6 N 2.82 -0.35 0.52  H10 1.019, H11 1.019
7 N 0.87 0.62 -1.54  C4 1.194, H12 1.016
8 H -1.66 1.76 -0.43  N5 1.021
9 H -2.24 1.58 1.11  N5 1.016
10 H 3.09 -1.31 0.71  N6 1.019
11 H 3.15 0.20 1.32  N6 1.019
12 H 1.75 0.79 -2.01  N7 1.016
13 H 0.70 0.30 1.65  C1 1.077
14 H 0.63 -1.43 0.93  C1 1.077
15 H -1.67 -0.20 -1.64  C2 1.105
16 H -1.52 -1.72 -0.72  C2 1.094
17 H -2.96 -0.70 -0.53  C2 1.099

The highest occupied orbital energy (spin up / spin down) is -6.82 / -6.82 eV. The energy relative to the best compared isomer or geometry (same formula, charge and spin) comes out at 639.5 kJ/mol. Its HOMO-LUMO gap (spin up / spin down) is 0.27928 / 0.27934 hartree. The LUMO energy (spin up / spin down) comes out at 0.78 / 0.78 eV.

Entry 2:
DFT (ωB97M-V with the def2-TZVPD basis set) results for the molecule C3H10N4 at a distorted geometry.

Last columns: bonded neighbours and bond lengths (Å).
Element x y z (Å)
1 C -2.09 -0.58 -0.60  N2 1.456, H5 1.090, H6 1.090, H7 1.098
2 N -1.20 0.06 0.36  C1 1.456, H3 1.019, C10 1.482
3 H -1.03 -0.56 1.15  N2 1.019
4 H -0.71 2.01 0.68  N12 1.103
5 H -2.98 -0.93 -0.08  C1 1.090
6 H -2.36 0.15 -1.36  C1 1.090
7 H -1.64 -1.45 -1.10  C1 1.098
8 C 1.27 -0.45 -0.04  N9 1.357, C10 1.531, N11 1.271
9 N 2.47 0.16 -0.21  C8 1.357, H13 1.006, H14 1.007
10 C 0.10 0.53 -0.17  N2 1.482, C8 1.531, N12 1.451, H17 1.097
11 N 1.20 -1.69 0.23  C8 1.271, H15 1.015
12 N 0.36 1.74 0.59  H4 1.103, C10 1.451, H16 1.017
13 H 3.29 -0.39 -0.05  N9 1.006
14 H 2.49 1.16 -0.06  N9 1.007
15 H 0.25 -2.05 0.32  N11 1.015
16 H 0.61 1.51 1.55  N12 1.017
17 H -0.04 0.79 -1.22  C10 1.097

The highest occupied orbital energy is -9.09 eV. The energy relative to the best compared isomer or geometry (same formula, charge and spin) comes out at 42.4 kJ/mol. Its SMILES is [H]/N=C(/N)[C@H](N)NC. Its HOMO-LUMO gap is 0.37322 hartree. The LUMO energy comes out at 1.07 eV.

energy relative to the best compared isomer or geometry (same formula, charge and spin) of number 1 (C3H10N4)? 639.5 kJ/mol

Which value of energy relative to the best compared isomer or geometry (same formula, charge and spin) does entry 2 give? 42.4 kJ/mol